{
  "formula": "C24H59Br2ClN5O5",
  "method": "ωB97M-V/def2-TZVPD",
  "species": ["C", "C", "Br", "C", "Br", "C", "Cl", "H", "H", "H", "H", "C", "C", "C", "O", "C", "N", "H", "H", "H", "H", "H", "H", "H", "H", "H", "H", "H", "C", "C", "C", "O", "C", "N", "H", "H", "H", "H", "H", "H", "H", "H", "H", "H", "H", "C", "C", "C", "O", "C", "N", "H", "H", "H", "H", "H", "H", "H", "H", "H", "H", "H", "C", "C", "C", "O", "C", "N", "H", "H", "H", "H", "H", "H", "H", "H", "H", "H", "H", "C", "C", "C", "O", "C", "N", "H", "H", "H", "H", "H", "H", "H", "H", "H", "H", "H"],
  "positions_angstrom": [[-6.0693, -1.3969, -1.4051], [-6.4828, -1.3582, 0.0770], [-7.4281, -2.9314, 0.7967], [-6.2417, -0.2978, 0.8396], [-6.8261, -0.2857, 2.7208], [-5.5748, 0.9041, 0.3141], [-3.7726, 0.6772, 0.7321], [-6.4532, -2.3236, -1.8442], [-4.9887, -1.2364, -1.5228], [-6.5833, -0.5335, -1.8624], [-5.6086, 0.9208, -0.7780], [0.5266, -2.7624, -1.9309], [-0.2978, -1.8704, -2.8545], [-1.4080, -1.0889, -2.1318], [-2.5416, -1.8568, -1.7832], [-2.4023, -2.6288, -0.6021], [-0.8335, -2.6878, -3.9494], [0.0039, -3.6802, -1.6628], [1.4557, -3.0582, -2.4227], [0.7900, -2.2379, -1.0098], [0.3861, -1.1314, -3.2848], [-1.7805, -0.3205, -2.8159], [-1.0202, -0.5615, -1.2506], [-1.7863, -2.1240, 0.1462], [-1.9857, -3.6130, -0.8357], [-3.3964, -2.7842, -0.1821], [-1.2929, -2.0768, -4.6196], [-1.5957, -3.2434, -3.5664], [-1.4557, 4.8108, 2.6299], [-0.4556, 5.4881, 1.6975], [-0.1425, 4.6737, 0.4326], [0.7220, 3.5686, 0.6395], [0.0887, 2.4089, 1.1604], [0.7627, 5.8058, 2.4539], [-1.0043, 4.0084, 3.2131], [-1.8553, 5.5343, 3.3420], [-2.2966, 4.3943, 2.0719], [-0.9063, 6.4297, 1.3688], [0.3873, 5.3271, -0.2683], [-1.0604, 4.3501, -0.0733], [-0.9295, 2.2944, 0.7833], [0.0873, 2.4354, 2.2520], [0.6728, 1.5391, 0.8549], [1.3854, 6.3496, 1.8616], [1.2664, 4.9330, 2.5980], [-4.2901, -4.7160, 6.0055], [-5.0996, -3.8397, 5.0524], [-6.1963, -3.0205, 5.7462], [-7.3492, -3.7638, 6.1210], [-7.2217, -4.4921, 7.3240], [-5.6490, -4.6725, 3.9821], [-4.8275, -5.6179, 6.3013], [-3.3659, -5.0411, 5.5247], [-4.0187, -4.1674, 6.9112], [-4.4045, -3.1261, 4.6007], [-6.5513, -2.2771, 5.0320], [-5.8016, -2.4705, 6.6115], [-6.6000, -3.9674, 8.0560], [-6.8145, -5.4881, 7.1301], [-8.2202, -4.6220, 7.7452], [-6.0916, -4.0554, 3.3032], [-6.4233, -5.2043, 4.3736], [4.9912, 5.2442, -1.1791], [5.5503, 3.9806, -1.8271], [4.5984, 2.7771, -1.7576], [4.5267, 2.1534, -0.4883], [3.6754, 2.8016, 0.4459], [6.8528, 3.6740, -1.2280], [5.0481, 5.2146, -0.0910], [5.5607, 6.1171, -1.5029], [3.9481, 5.4034, -1.4623], [5.7080, 4.2038, -2.8869], [4.9795, 2.0083, -2.4362], [3.5919, 3.0379, -2.1119], [2.8061, 3.2478, -0.0351], [4.2303, 3.5594, 1.0061], [3.3298, 2.0541, 1.1611], [7.2684, 2.8950, -1.7344], [6.6775, 3.2947, -0.3000], [5.4596, 0.1036, -5.1405], [6.8352, -0.4042, -4.7179], [6.9457, -1.9374, -4.6904], [6.3208, -2.5552, -3.5798], [4.9166, -2.7188, -3.6958], [7.1808, 0.1887, -3.4220], [4.7231, 0.0274, -4.3405], [5.5166, 1.1569, -5.4198], [5.0837, -0.4494, -6.0042], [7.5548, -0.0439, -5.4598], [8.0047, -2.1989, -4.6071], [6.5856, -2.3820, -5.6276], [4.6130, -2.9259, -4.7257], [4.3948, -1.8364, -3.3195], [4.6253, -3.5632, -3.0709], [8.1377, -0.0633, -3.1879], [6.6254, -0.2869, -2.7130]],
  "lowdin_charge": [-0.1369, -0.7460, 0.5535, -0.9017, 0.5465, -0.6204, 0.3348, 0.0493, 0.0582, 0.0709, -0.0229, -0.0734, -0.4312, -0.2120, -0.2115, -0.1074, 0.0325, 0.0638, 0.0622, 0.0776, 0.1300, 0.1234, 0.1133, 0.0877, 0.0727, 0.0847, 0.0674, 0.0682, -0.0666, -0.4298, -0.1995, -0.2338, -0.0897, 0.0350, 0.0650, 0.0741, 0.0850, 0.1325, 0.1182, 0.1255, 0.0741, 0.0791, 0.0827, 0.0650, 0.0650, -0.0796, -0.4291, -0.2026, -0.1874, -0.1211, 0.0461, 0.0589, 0.0712, 0.0732, 0.1389, 0.0756, 0.1193, 0.0871, 0.0716, 0.0826, 0.0262, 0.0672, -0.0742, -0.4296, -0.2086, -0.1902, -0.0993, 0.0381, 0.0625, 0.0721, 0.0756, 0.1328, 0.1003, 0.1224, 0.0717, 0.0770, 0.0888, 0.0591, 0.0672, -0.0720, -0.4299, -0.2120, -0.1899, -0.1034, 0.0424, 0.0603, 0.0749, 0.0779, 0.1329, 0.1195, 0.1186, 0.0918, 0.0747, 0.0873, 0.0736, 0.0741],
  "gap_ev": 5.1531,
  "charge": -1,
  "lumo_ev": 1.998
}


{
  "formula": "C31H47NO3P2SY",
  "method": "ωB97M-V/def2-TZVPD",
  "species": ["Y", "C", "C", "C", "C", "C", "C", "H", "H", "H", "C", "H", "H", "H", "C", "H", "H", "H", "C", "H", "H", "H", "C", "H", "H", "H", "C", "C", "C", "C", "C", "C", "C", "C", "H", "H", "H", "H", "H", "H", "H", "H", "H", "H", "H", "H", "P", "P", "C", "C", "H", "H", "H", "H", "C", "H", "H", "H", "C", "H", "H", "H", "C", "H", "H", "H", "C", "H", "H", "H", "O", "C", "N", "S", "O", "O", "C", "C", "C", "C", "C", "C", "H", "H", "H", "H"],
  "positions_angstrom": [[-0.1277, -0.4303, 0.9575], [-0.4399, -2.6896, 2.3492], [0.8814, -2.6683, 1.7893], [0.8581, -1.2869, 3.6486], [-0.4376, -1.8567, 3.5041], [1.6741, -1.7545, 2.5733], [-1.5691, -3.5721, 1.9381], [-1.4398, -3.9451, 0.9193], [-2.5225, -3.0310, 1.9685], [-1.6592, -4.4402, 2.6056], [-1.5581, -1.6951, 4.4619], [-2.5253, -1.7765, 3.9493], [-1.5234, -0.7103, 4.9427], [-1.5435, -2.4537, 5.2612], [1.3125, -0.4908, 4.8089], [1.4246, -1.1186, 5.7084], [0.5971, 0.3063, 5.0530], [2.2769, -0.0147, 4.6120], [3.1371, -1.5309, 2.4638], [3.6686, -2.1119, 3.2337], [3.4033, -0.4759, 2.6107], [3.5300, -1.8391, 1.4895], [1.4119, -3.6190, 0.7743], [1.7932, -4.5353, 1.2625], [2.2408, -3.1837, 0.1997], [0.6378, -3.9292, 0.0563], [-1.4721, 0.5295, -4.5518], [-1.5469, -0.8129, -4.5521], [-0.7779, -1.6854, -5.5025], [0.7088, -1.2859, -5.7029], [1.4082, -0.7288, -4.5030], [1.5443, 0.5999, -4.3080], [0.8140, 1.6525, -5.1000], [-0.6430, 1.3038, -5.5311], [-1.2593, -1.6597, -6.4984], [0.7742, -0.5999, -6.5643], [-0.8279, -2.7321, -5.1595], [-0.6318, 0.8074, -6.5141], [-2.1575, 1.1297, -3.9415], [-2.2938, -1.3555, -3.9653], [-1.1536, 2.2691, -5.6843], [0.7851, 2.5850, -4.5085], [2.2984, 0.9852, -3.6164], [1.3735, 1.8883, -6.0239], [1.2425, -2.1983, -6.0144], [1.9818, -1.4456, -3.9083], [-1.1802, -0.3276, -1.4748], [2.0959, 0.8386, -0.2940], [-0.2425, 1.1400, -2.0668], [0.9414, 1.8414, -1.3580], [-0.9737, 1.9137, -2.3521], [0.1453, 0.7050, -2.9975], [1.5917, 2.3142, -2.1127], [0.5503, 2.6429, -0.7121], [3.0900, 2.1238, 0.5143], [3.4551, 1.7235, 1.4703], [2.4796, 3.0109, 0.7319], [3.9484, 2.3882, -0.1212], [3.2936, -0.0118, -1.3817], [3.8523, 0.6966, -2.0120], [2.7948, -0.7598, -2.0151], [4.0011, -0.5414, -0.7248], [-2.9523, -0.1352, -1.7467], [-3.4653, -0.8331, -1.0661], [-3.2710, -0.3362, -2.7725], [-3.2561, 0.8842, -1.4643], [-0.4498, -1.8979, -2.1206], [0.4988, -2.1612, -1.6249], [-0.2294, -1.8340, -3.1925], [-1.1774, -2.7088, -1.9580], [-2.1273, 0.2082, 1.8860], [-1.6012, 1.2480, 2.4484], [-0.2985, 1.5049, 2.2023], [0.3043, 2.9008, 2.9452], [1.3788, 2.5197, 3.8269], [0.5475, 3.8926, 1.9269], [-1.2274, 3.1242, 3.7782], [-1.5052, 4.0726, 4.7531], [-2.7580, 4.0313, 5.3773], [-3.7256, 3.0809, 4.9954], [-3.4338, 2.1385, 4.0051], [-2.1733, 2.1828, 3.3974], [-0.7522, 4.8207, 4.9995], [-3.0015, 4.7473, 6.1625], [-4.7076, 3.0869, 5.4752], [-4.1280, 1.3714, 3.6814]],
  "lowdin_charge": [1.3204, -0.3220, -0.3553, -0.2493, -0.2627, -0.3018, -0.0423, 0.0649, 0.0761, 0.0964, -0.0315, 0.0769, 0.0754, 0.0988, -0.0374, 0.1003, 0.0689, 0.0740, -0.0560, 0.0992, 0.0661, 0.0606, -0.0611, 0.1005, 0.0666, 0.0610, -0.1448, -0.1722, -0.1761, -0.1766, -0.1215, -0.1501, -0.1598, -0.1644, 0.1296, 0.1109, 0.1139, 0.1106, 0.1006, 0.0908, 0.1214, 0.1123, 0.0821, 0.1299, 0.1217, 0.1024, 0.8313, 0.8236, -0.3996, -0.3700, 0.0991, 0.0059, 0.0816, 0.0784, -0.2377, 0.0436, 0.0341, 0.0606, -0.2557, 0.0574, 0.0205, 0.0496, -0.2450, 0.0585, 0.0271, 0.0703, -0.2271, 0.0339, -0.0017, 0.0736, -0.1207, -0.4762, -0.1540, 0.6788, -0.2717, -0.2919, -0.2161, -0.0145, -0.0337, -0.0356, 0.0228, -0.1412, 0.1313, 0.1177, 0.1176, 0.1276],
  "gap_ev": 7.0601,
  "charge": 1,
  "lumo_ev": -2.810,
  "relative_energy_kj_mol": 192.0
}


{
  "formula": "C4H13NOS",
  "method": "ωB97M-V/def2-TZVPD",
  "species": ["C", "C", "C", "C", "S", "N", "H", "H", "H", "H", "H", "H", "H", "H", "H", "H", "H", "H", "H", "O"],
  "positions_angstrom": [[-2.1027, -0.0930, 0.5826], [-0.6040, -0.0941, 0.2088], [-0.1955, 1.2843, -0.3325], [1.2831, 1.3292, -0.6189], [2.3017, 1.1688, 0.9079], [-0.2498, -0.9999, -0.8947], [-2.5585, 0.7642, 0.0858], [-2.1770, 0.0341, 1.6588], [-2.6030, -1.0157, 0.2780], [0.0505, -0.3432, 1.0884], [-0.7007, 1.4359, -1.2970], [-0.5350, 2.1741, 0.2558], [1.6506, 0.6178, -1.3619], [1.5393, 2.3368, -0.9564], [2.0192, 2.3464, 1.5921], [-0.3361, -1.9662, -0.6045], [-0.6573, -0.8479, -1.8179], [1.5526, -2.6409, -0.3327], [0.9310, -2.4181, 1.0445], [1.3916, -3.0726, 0.5137]],
  "lowdin_charge": [-0.0274, -0.4517, -0.2453, -0.4386, 1.1142, 0.0368, 0.0819, 0.0825, 0.0898, 0.1185, 0.1369, 0.1420, 0.0955, 0.1015, -0.0108, 0.0713, 0.1124, 0.0252, 0.0087, -0.0435],
  "gap_ev": [9.6872, 4.3312],
  "charge": 1,
  "lumo_ev": [-3.929, -9.055],
  "relative_energy_kj_mol": 133.5,
  "multiplicity": 2
}


{
  "formula": "C2H6N2O2",
  "method": "ωB97M-V/def2-TZVPD",
  "species": ["C", "C", "N", "O", "O", "N", "H", "H", "H", "H", "H", "H"],
  "positions_angstrom": [[-1.0873, -0.8967, 0.3521], [0.6247, 0.4028, -0.9772], [0.9175, 0.5177, 0.4188], [1.0219, 1.5918, -1.5670], [-0.7590, -1.1140, 1.6516], [-0.2623, -0.3496, -1.4080], [1.5072, 1.3787, -2.3738], [-1.3469, -0.6192, 2.2428], [1.1748, 1.4395, 0.7638], [1.2616, -0.3341, 0.8555], [-1.8749, -0.1676, 0.1945], [-1.1773, -1.8495, -0.1532]],
  "lowdin_charge": [-0.1203, -0.6285, 0.0686, 0.0158, -0.0454, 0.1349, 0.0996, 0.1122, 0.0952, 0.0902, 0.1009, 0.0768],
  "gap_ev": [9.1934, 9.1943],
  "charge": 0,
  "lumo_ev": [0.563, 0.563],
  "relative_energy_kj_mol": 452.3
}


{
  "formula": "CH5Cl2PSi",
  "method": "ωB97M-V/def2-TZVPD",
  "species": ["C", "Si", "P", "Cl", "Cl", "H", "H", "H", "H", "H"],
  "positions_angstrom": [[-1.8132, -0.9804, -0.8063], [1.3250, -0.0745, -0.0343], [1.0430, 1.8012, 1.1167], [2.3238, -1.4329, 1.0681], [2.4988, 0.3025, -1.6977], [-2.0087, -1.6608, 0.0372], [-2.0132, 0.1695, -0.8229], [-1.6327, -1.3840, -1.8667], [-0.2669, 1.8507, 0.6498], [0.5441, 1.4086, 2.3562]],
  "lowdin_charge": [-0.0091, -0.4801, 0.5179, 0.1948, 0.1547, -0.0230, 0.0016, 0.0001, -0.1947, -0.1622],
  "gap_ev": [7.8480, 7.6729],
  "charge": 0,
  "lumo_ev": [-1.150, -0.173],
  "relative_energy_kj_mol": 348.4
}


{
  "formula": "C3H24NO8S",
  "method": "ωB97M-V/def2-TZVPD",
  "species": ["C", "O", "C", "C", "S", "N", "H", "H", "H", "H", "H", "H", "H", "H", "H", "H", "H", "H", "O", "H", "H", "O", "H", "H", "O", "H", "H", "O", "H", "H", "O", "H", "H", "O", "H", "H", "O"],
  "positions_angstrom": [[-0.5426, 2.0353, 0.0101], [0.5839, 1.8546, -0.8425], [-0.7146, 0.9167, 1.0257], [-2.0344, 1.1899, 1.7990], [-2.9030, -0.3177, 2.2329], [-0.8356, -0.3471, 0.1924], [-0.5694, 3.0837, 0.4716], [-1.5015, 2.0471, -0.6711], [1.1705, 2.6023, -0.7814], [0.1059, 0.8221, 1.7048], [-1.6427, 1.6756, 2.6979], [-2.6999, 1.8465, 1.1675], [-4.1008, 0.0642, 2.4359], [-0.1034, -0.6079, -0.4547], [-0.6382, -1.2250, 0.8922], [-1.8015, -0.4782, -0.2675], [1.4036, -0.9607, 3.0018], [-0.0198, -1.3031, 3.5361], [0.5586, -1.3394, 2.7574], [3.4386, 0.9251, -1.7020], [4.2558, 1.2898, -0.3286], [3.4564, 1.4208, -0.9173], [2.2929, 1.5493, 0.7802], [2.4769, 2.7310, 1.7431], [2.2489, 1.8411, 1.7786], [-0.6392, -1.5787, -4.6124], [0.4952, -0.8956, -3.8088], [-0.4728, -0.9142, -3.9292], [3.0097, -3.7621, -0.9902], [1.7750, -2.7624, -0.7394], [2.7551, -2.8461, -0.7642], [0.9940, -0.1124, -2.1302], [2.3382, -0.9173, -1.9601], [1.3612, -0.9568, -2.2390], [-3.0091, -1.3508, -2.5347], [-1.4110, -1.5739, -2.5958], [-2.1879, -1.3662, -1.9609]],
  "lowdin_charge": [-0.2151, -0.0694, -0.3588, -0.4850, 0.8015, 0.1401, 0.1630, 0.1603, 0.0803, 0.0959, 0.0900, 0.1051, -0.1657, 0.1013, 0.1866, 0.1268, 0.0547, 0.0621, -0.0471, 0.0076, 0.1099, -0.0418, 0.0585, 0.0032, -0.0592, 0.0771, 0.0346, -0.0686, 0.0645, 0.0378, -0.0778, -0.0061, 0.0973, -0.0640, 0.0886, 0.0419, -0.1301],
  "gap_ev": 10.0159,
  "charge": 1,
  "lumo_ev": -2.631
}


{
  "formula": "C3H14O4",
  "method": "ωB97M-V/def2-TZVPD",
  "species": ["C", "C", "C", "H", "H", "H", "H", "H", "H", "O", "H", "H", "O", "H", "H", "O", "H", "H", "O", "H", "H"],
  "positions_angstrom": [[-4.3707, 0.9831, 2.9488], [-3.9778, -0.0483, 2.2077], [-4.3362, -0.1568, 0.7628], [-3.8954, 1.2213, 3.8861], [-5.2112, 1.5784, 2.6082], [-3.2166, -0.7362, 2.5466], [-4.8765, -0.9782, 0.2843], [-4.8949, 0.7342, 0.4342], [-3.4202, -0.2140, 0.1857], [3.2983, -2.6380, 0.9966], [2.9052, -2.8094, 1.8652], [2.8281, -1.8812, 0.6158], [4.9421, 1.4065, -1.6242], [3.9947, 1.2688, -1.4611], [5.4877, 0.6307, -1.7565], [2.4759, 0.0136, -0.8859], [1.9061, 0.2436, -0.1219], [2.0019, -0.6644, -1.3754], [2.6222, 0.7107, -4.4114], [3.5417, 0.5976, -4.1563], [2.1956, 0.7380, -3.5492]],
  "lowdin_charge": [-0.0177, -0.2427, -0.1339, 0.0466, 0.0572, 0.0851, 0.0676, 0.0747, 0.0631, -0.0629, 0.0403, -0.0017, -0.0696, -0.0040, 0.0325, -0.0482, 0.0769, 0.0551, -0.0530, 0.0249, 0.0097],
  "gap_ev": 9.6054,
  "charge": 0,
  "smiles": "C=CC.O.O.O.O",
  "lumo_ev": -0.177,
  "relative_energy_kj_mol": 171.8
}


{
  "formula": "C13H19AuN4OSe",
  "method": "ωB97M-V/def2-TZVPD",
  "species": ["Au", "C", "N", "C", "C", "C", "C", "C", "C", "C", "C", "H", "H", "H", "H", "H", "H", "H", "H", "H", "H", "H", "H", "Se", "C", "N", "C", "C", "O", "N", "C", "N", "H", "H", "H", "H", "H", "H", "H"],
  "positions_angstrom": [[-0.1154, -0.9885, -0.4208], [-1.9939, 1.4318, 0.8286], [-0.8819, 0.6770, 1.3881], [0.1560, 1.5491, 1.9114], [-1.3383, -0.2968, 2.3757], [-2.0754, -1.4515, 1.7342], [-3.1410, -2.0310, 2.4124], [-3.7909, -3.1424, 1.8934], [-3.3696, -3.6720, 0.6832], [-2.3146, -3.0854, -0.0107], [-1.6496, -1.9666, 0.4959], [-2.4378, 2.1033, 1.5795], [-2.7602, 0.7436, 0.4740], [-1.6498, 2.0295, -0.0165], [-0.2028, 2.1636, 2.7517], [0.4926, 2.2216, 1.1192], [1.0055, 0.9516, 2.2408], [-1.9724, 0.1844, 3.1368], [-0.4506, -0.6750, 2.8893], [-3.4648, -1.6096, 3.3594], [-4.6204, -3.5864, 2.4300], [-3.8678, -4.5410, 0.2692], [-2.0078, -3.5017, -0.9604], [-0.8279, -1.6772, -2.8800], [3.7296, 2.2520, -3.0973], [3.1552, 1.4445, -2.0443], [3.8410, 1.0318, -0.8359], [2.7687, 0.1979, -0.1450], [2.8782, -0.3021, 0.9439], [1.6619, 0.1286, -0.9856], [1.9421, 0.8663, -2.0662], [1.0747, 1.0462, -3.0606], [4.5215, 2.8631, -2.6715], [2.9839, 2.9307, -3.5111], [4.1549, 1.6490, -3.9029], [4.1375, 1.8782, -0.2166], [4.7161, 0.4129, -1.0419], [0.3029, 0.3598, -3.1139], [1.4107, 1.4107, -3.9357]],
  "lowdin_charge": [0.7554, -0.0945, -0.3418, -0.1065, -0.1896, -0.2704, -0.0642, -0.1006, -0.1019, -0.1622, -0.2899, 0.0898, 0.0854, 0.0819, 0.0897, 0.0804, 0.0719, 0.1221, 0.1272, 0.1051, 0.0963, 0.0970, 0.0294, 0.1133, -0.0241, -0.0947, -0.0305, -0.4823, 0.0642, 0.0162, -0.4191, 0.1776, 0.0936, 0.0896, 0.0964, 0.1384, 0.1409, -0.0903, 0.1009],
  "gap_ev": [6.7272, 6.6429],
  "charge": 0,
  "lumo_ev": [0.151, -1.046],
  "relative_energy_kj_mol": 0.0,
  "multiplicity": 3
}


Number 1: molar mass 693.03 g/mol, total energy -7207.90953 a.u.. Number 2: molar mass 664.64 g/mol, total energy -2608.96385 a.u.. Number 3: molar mass 123.22 g/mol, total energy -688.03099 a.u.. Number 4: molar mass 90.08 g/mol, total energy -339.66037 a.u.. Number 5: molar mass 147.02 g/mol, total energy -1592.28923 a.u.. Number 6: molar mass 234.29 g/mol, total energy -1183.29576 a.u.. Number 7: molar mass 114.14 g/mol, total energy -423.60312 a.u.. Number 8: molar mass 523.25 g/mol, total energy -3338.12988 a.u..